Record 1
71
Properties=species:S:1:pos:R:3:forces:R:3:mulliken_charge:R:1 method="wB97M-V/def2-TZVPD" orbital_gap_ha=0.213 molar_mass_g_mol=616.6 charge=+2 de_lowest_kcal_mol=2.4
Hf 0.15709 -0.41866 -0.02383 -0.4 -0.3 0.7 0.826
N 1.80634 0.34594 1.44672 0.1 0.1 -0.1 -0.627
C 2.09700 1.73417 0.94639 0.1 0.0 -0.1 -0.564
C 0.81065 2.50619 0.69952 0.1 0.0 -0.1 -0.663
N 0.02577 1.84983 -0.40353 0.1 0.2 0.0 -0.576
H 1.45373 0.40930 2.40275 0.0 0.0 0.0 0.338
H 2.68626 -0.16227 1.52764 0.0 0.0 0.0 0.309
H 2.65076 1.63446 0.00997 0.0 0.0 0.0 0.349
H 2.74500 2.26860 1.63838 -0.1 0.0 0.1 0.482
H 1.05245 3.53427 0.43615 0.0 0.0 0.0 0.444
H 0.19077 2.53365 1.59654 0.0 0.0 0.0 0.366
H 0.47151 2.04957 -1.30072 0.0 0.0 0.0 0.323
H -0.88824 2.29487 -0.47877 0.0 0.0 0.0 0.290
C -3.88384 -2.50985 4.01207 0.0 0.0 0.0 -1.382
C -4.33303 -3.90063 3.54302 0.0 -0.1 0.0 2.165
C -3.10353 -4.79149 3.30586 -0.1 0.0 0.0 -1.783
C -5.11336 -4.54669 4.69595 0.0 0.0 0.0 -1.917
C -5.22050 -3.84287 2.24961 0.1 0.1 0.1 1.145
O -5.75292 -5.13040 1.96511 0.0 0.0 0.0 -0.645
C -6.33187 -2.77556 2.23697 0.0 0.0 0.0 -0.918
C -7.52651 -2.94568 3.19895 0.0 0.1 0.0 -0.934
C -7.55124 -1.99415 4.37771 0.0 -0.1 0.0 0.145
C -7.86669 -2.44699 5.65486 0.0 0.0 0.0 -0.121
C -7.91262 -1.58265 6.73943 0.0 0.0 0.0 -0.879
C -7.64621 -0.23797 6.54753 0.0 -0.1 0.0 0.273
Cl -7.68545 0.84998 7.89122 0.0 0.0 0.0 -0.200
C -7.35636 0.24453 5.28134 0.0 0.0 -0.1 -0.898
C -7.31263 -0.63326 4.20893 0.0 0.1 0.0 -0.058
C -4.38620 -3.67450 0.95102 -0.1 -0.1 0.1 -2.256
N -3.53362 -2.48586 0.85089 0.0 -0.1 -0.1 0.935
C -2.21859 -2.44685 0.81314 -0.1 0.1 0.0 0.159
N -1.81573 -1.16979 0.72330 -0.1 0.2 -0.3 -0.647
C -3.00613 -0.47117 0.68348 0.0 -0.1 0.1 -0.242
N -4.04973 -1.24168 0.74850 0.1 0.0 0.1 -0.700
H -3.22646 -2.62432 4.87654 0.0 0.0 0.0 0.549
H -4.73117 -1.89812 4.32468 0.0 0.0 0.0 0.238
H -3.32615 -1.95584 3.24945 0.0 0.0 0.1 -0.047
H -2.61245 -4.99340 4.25804 0.0 0.0 0.0 0.522
H -2.35531 -4.32084 2.66229 0.0 0.0 0.0 0.127
H -3.39420 -5.74916 2.87043 0.0 0.0 0.0 0.378
H -4.45538 -4.63329 5.56252 0.0 0.0 0.0 0.524
H -5.44434 -5.55428 4.44145 0.0 0.0 0.0 0.400
H -5.96416 -3.94593 5.00408 0.0 0.0 0.0 0.312
H -6.54599 -5.27813 2.49094 0.0 0.0 0.0 0.560
H -6.71640 -2.76449 1.21525 0.0 0.0 0.0 0.447
H -5.87643 -1.79975 2.39742 0.0 0.0 0.0 0.515
H -7.60243 -3.96837 3.57624 0.0 0.0 0.0 0.439
H -8.44226 -2.78788 2.62606 0.0 0.0 0.0 0.389
H -8.08681 -3.49724 5.81297 0.0 0.0 0.0 0.433
H -8.15589 -1.94826 7.72781 0.0 0.0 0.0 0.423
H -7.18021 1.30247 5.13976 0.0 0.0 0.0 0.420
H -7.10847 -0.23553 3.22021 0.0 0.0 0.0 0.431
H -5.07877 -3.65247 0.11388 0.0 0.1 -0.1 0.572
H -3.74358 -4.54411 0.83955 0.1 0.1 0.0 0.390
H -1.58165 -3.31386 0.85413 0.0 0.0 0.0 0.538
H -3.08150 0.60209 0.60698 0.0 0.0 0.0 0.390
C 1.50136 -3.19583 -0.28847 0.0 0.1 -0.2 -1.318
C 1.67835 -2.36616 -1.57188 0.3 0.2 0.0 1.434
C 1.78526 -3.25506 -2.80782 -0.1 -0.1 0.1 -1.872
C 2.98841 -1.55929 -1.45621 -0.1 -0.1 -0.1 -1.284
C 0.45652 -1.43593 -1.64221 0.1 0.0 -0.4 -0.396
H 2.38259 -3.79283 -0.04579 0.0 0.0 0.1 0.487
H 0.63775 -3.85498 -0.36794 0.0 0.0 0.0 0.261
H 1.35157 -2.53797 0.60961 0.0 -0.1 0.1 0.328
H 2.66538 -3.89958 -2.75111 0.0 0.0 0.0 0.430
H 1.87200 -2.63458 -3.69998 0.0 0.0 0.0 0.450
H 0.90328 -3.88906 -2.91261 0.0 0.0 0.0 0.438
H 3.85489 -2.22077 -1.40150 0.0 0.0 0.0 0.514
H 3.00190 -0.93218 -0.55276 0.0 0.0 0.0 0.145
H 3.10829 -0.90690 -2.32061 0.0 0.0 0.0 0.337
H -0.22915 -1.58025 -2.47965 0.0 0.0 0.0 0.558

Record 2
92
Properties=species:S:1:pos:R:3:forces:R:3:mulliken_charge:R:1 method="wB97M-V/def2-TZVPD" orbital_gap_ha=0.235 molar_mass_g_mol=840.6 charge=+1
C 3.65945 -0.03804 3.36897 -0.8 -0.6 -0.9 -1.167
C 2.65086 0.23125 2.13468 2.1 0.6 0.7 0.177
O 1.37216 -0.39757 2.37408 0.0 0.8 -1.4 -0.348
C 0.33223 0.22627 1.55555 1.3 0.8 1.5 -0.385
N -0.59184 -0.83512 1.14429 2.3 0.5 -2.1 0.327
O -1.90484 -0.61998 1.40107 -1.1 0.3 -0.2 -0.083
C -2.51477 0.43286 0.61469 -2.1 1.4 -0.7 0.588
C -2.89187 1.75956 1.43940 0.9 -0.8 -0.3 -0.560
N -4.31306 2.09830 1.18210 0.5 0.9 -0.2 -0.383
C -4.56608 3.57071 1.26017 -1.0 -0.1 0.4 -0.489
C -4.33656 4.12048 2.75111 -1.3 0.4 -1.4 -0.008
C -5.41862 5.26589 3.07912 1.1 -0.3 0.7 -1.191
O -3.00167 4.67103 2.84091 -0.9 -0.1 -0.1 -0.533
C -0.29097 -1.47578 -0.11988 -1.2 -0.9 1.2 -1.840
N 0.26051 -0.72074 -1.23865 -0.2 -0.5 0.0 1.048
C 1.70924 -0.90461 -1.49305 2.6 -0.3 0.5 -0.283
C 2.51042 0.38679 -1.98347 0.6 -0.5 0.0 -0.516
O 3.91973 0.08059 -1.73320 -0.7 -0.2 -1.2 -0.267
C 4.71617 0.33089 -2.90529 0.4 -0.1 -0.9 -0.738
C 6.19240 -0.30691 -2.78362 -1.2 -0.8 -0.8 0.644
F 6.12022 -1.68524 -2.44493 0.0 2.9 -0.4 -0.306
F 6.72517 -0.28046 -4.10418 -0.7 0.3 2.8 -0.290
C 7.14133 0.45023 -1.75284 1.8 -1.9 0.8 0.651
F 6.54938 0.59803 -0.46563 0.7 0.0 -2.9 -0.280
F 8.25501 -0.41169 -1.54259 -2.2 1.7 -0.3 -0.288
C 7.75620 1.83124 -2.28214 2.4 0.8 -0.3 0.569
F 9.05748 1.57017 -2.78509 -2.8 0.3 0.7 -0.272
F 7.02835 2.43317 -3.32093 0.9 -1.2 2.0 -0.285
C 7.95932 2.90865 -1.10338 0.3 0.7 -0.6 0.163
F 8.74661 2.41656 -0.05667 -1.6 0.7 -2.0 -0.236
F 8.63384 4.01258 -1.67305 -1.2 -2.0 1.0 -0.263
S -0.73445 -0.52774 -2.58816 -5.1 -5.2 -4.7 1.616
O -2.19385 -0.80500 -2.29272 4.3 1.7 1.2 -0.616
O -0.39691 -1.41584 -3.76694 1.1 2.9 3.6 -0.696
C -0.72794 1.21636 -3.33440 -0.8 1.1 -2.4 0.294
F 0.30696 1.38385 -4.27299 -1.9 -0.4 2.8 -0.216
F -1.91746 1.26096 -4.09938 2.7 -0.4 1.9 -0.210
C -0.84550 2.39843 -2.27514 -0.3 3.6 -0.8 0.630
F -0.42248 3.57591 -2.93688 -0.8 -2.7 1.5 -0.284
F -0.03959 2.28544 -1.14850 -2.0 -0.2 -2.0 -0.130
F -2.20144 2.62906 -1.96869 3.4 -1.0 0.0 -0.213
N -0.49162 -2.79178 -0.16080 0.6 1.5 0.0 0.608
C -1.00560 -3.55588 1.04199 -0.5 -1.9 0.9 -1.116
C -2.60315 -3.59279 1.13853 -0.6 1.2 0.0 -0.010
C -3.18068 -3.28727 2.60506 -0.5 0.6 -0.7 -0.422
C -4.76830 -3.02990 2.44127 0.0 -0.1 0.3 -0.359
N -5.29274 -2.07461 3.46725 0.0 -0.1 -0.4 -0.721
C -0.19907 -3.63428 -1.35449 0.4 -0.9 0.3 -0.503
P -1.69906 -4.44718 -2.17283 -2.3 -2.5 -5.3 0.919
O -1.48175 -4.67980 -3.67690 0.4 0.9 4.5 -0.692
O -1.96910 -5.98103 -1.43944 -0.4 3.3 -0.1 -0.528
O -3.14037 -3.58040 -2.01075 1.8 -1.5 1.0 -0.493
H 3.03864 0.04961 4.31731 1.1 -0.2 -1.1 0.339
H 4.52711 0.69423 3.35331 -1.2 -0.8 0.0 0.343
H 4.09812 -1.09081 3.23730 -0.7 1.5 0.5 0.294
H 2.57704 1.36534 2.02254 -0.3 -1.4 0.1 0.246
H 3.18173 -0.16214 1.20155 -1.0 0.4 0.9 0.028
H -0.17262 0.98965 2.24363 0.1 -1.2 -1.2 0.425
H 0.86701 0.79541 0.73222 -1.0 -0.8 0.5 0.046
H -1.93593 0.75940 -0.30032 -0.3 -0.9 1.3 -0.638
H -3.50869 0.00663 0.21983 1.5 0.4 0.6 0.356
H -2.71710 1.55787 2.55819 -0.2 0.5 -1.6 0.128
H -2.16703 2.57745 1.06884 -1.0 -0.9 0.8 0.271
H -4.62244 1.82402 0.24157 0.5 -0.1 0.5 0.263
H -5.66968 3.72603 0.99449 1.5 -0.3 0.3 0.425
H -3.95713 4.11755 0.46323 -0.5 -0.3 1.2 0.204
H -4.50738 3.23154 3.45331 0.7 1.4 -0.8 0.335
H -6.47214 4.98671 2.76687 1.3 0.3 0.4 0.349
H -5.07940 6.23022 2.57530 -0.6 -1.2 0.5 0.306
H -5.35191 5.44505 4.21177 -0.4 -0.1 -1.7 0.315
H -3.00847 5.43914 2.22873 0.1 -0.7 0.6 0.410
H 2.19039 -1.21230 -0.49286 -0.8 0.5 -1.4 0.436
H 1.98126 -1.74813 -2.21915 -0.8 1.1 0.8 0.087
H 2.37331 0.47834 -3.10906 -0.1 0.3 1.4 0.472
H 2.30032 1.33545 -1.39849 -0.2 -1.1 -0.9 0.061
H 4.28250 -0.13638 -3.86446 0.5 0.4 1.5 0.450
H 4.74385 1.45330 -3.09308 0.5 -1.3 0.2 0.351
H 6.92265 3.24780 -0.78017 1.5 -0.3 0.1 0.245
H -0.54738 -3.19944 2.01574 -0.5 0.2 -1.5 0.444
H -0.66517 -4.64728 0.91853 -0.2 1.8 -0.1 0.484
H -2.99879 -2.75000 0.46455 0.5 -1.3 0.9 0.038
H -3.04490 -4.57317 0.74443 0.9 1.3 0.6 0.297
H -2.75263 -2.30372 3.01015 -0.3 -1.5 -0.6 0.111
H -2.93929 -4.12855 3.32749 -0.4 1.1 -0.8 0.428
H -5.32394 -4.01764 2.60540 0.7 1.4 -0.5 0.355
H -5.01038 -2.57880 1.41593 0.6 -1.1 1.0 0.237
H -6.29340 -1.89656 3.27973 0.8 -0.3 0.2 0.270
H -4.84599 -1.15192 3.38942 -0.1 -0.6 -0.1 0.245
H 0.40892 -3.14375 -2.16971 -1.1 -0.2 0.9 0.127
H 0.44047 -4.50937 -0.96477 -1.1 1.2 -0.6 0.728
H -2.89050 -5.94236 -1.08982 0.9 -0.4 -0.1 0.339
H -3.91273 -4.18405 -2.13210 0.8 0.6 -0.1 0.335

Record 3
77
Properties=species:S:1:pos:R:3:forces:R:3:mulliken_charge:R:1 method="wB97M-V/def2-TZVPD" orbital_gap_ha=0.300 molar_mass_g_mol=543.6 smiles="C[C@H](O)C[C@](C#N)(N=C=O)[C@H](C#N)CCC(F)(F)F.COCCOCCOC.COCCOCCOC"
C -3.60692 -0.63850 -4.80181 0.3 -0.9 -0.9 -1.062
C -5.18832 -0.39668 -4.67139 0.6 -1.2 -0.7 0.317
O -5.61352 0.41674 -5.82709 1.0 -0.1 1.2 -0.587
C -5.72887 0.13108 -3.26290 -0.6 0.2 -0.5 -1.082
C -4.70580 0.92478 -2.32412 -0.1 -0.3 1.2 1.608
C -3.65668 -0.03657 -1.52252 4.9 -1.9 -1.9 -0.400
N -2.64294 -0.68288 -1.30704 -6.1 3.6 -0.8 -0.425
N -5.56220 1.54255 -1.20711 0.3 -4.7 3.4 -0.634
C -5.61812 0.68372 -0.20418 -0.9 0.8 2.8 0.634
O -5.72273 0.05554 0.86554 0.6 3.6 -6.6 -0.460
C -3.97124 2.19412 -3.01587 0.7 1.4 1.6 0.285
C -3.40507 3.08365 -1.76974 1.0 2.3 3.1 -0.117
N -3.05579 3.77641 -0.83131 -2.0 -4.0 -5.5 -0.569
C -5.00409 3.18711 -3.78850 0.0 -0.1 0.1 -0.836
C -4.27638 4.51212 -4.38582 -1.0 -0.3 -0.5 -0.832
C -3.04210 4.16890 -5.36842 -0.4 0.6 -0.1 0.799
F -3.08369 5.08348 -6.48494 0.8 -2.4 2.9 -0.270
F -1.79560 4.27768 -4.65464 -3.1 -0.6 -2.5 -0.242
F -3.16958 2.84681 -5.95243 0.7 3.1 1.5 -0.227
H -2.99840 0.32118 -5.05630 -1.1 -1.5 0.8 0.144
H -3.46182 -1.32010 -5.73599 -0.3 1.2 1.6 0.381
H -3.13549 -1.23697 -3.93064 -0.8 1.3 -1.3 0.263
H -5.68931 -1.43163 -4.85696 0.8 1.8 0.4 0.323
H -4.81760 0.86609 -6.19320 -0.8 -0.5 0.4 0.343
H -6.61264 0.85662 -3.48399 1.6 -1.1 0.4 0.340
H -6.21939 -0.75203 -2.68569 1.2 1.5 -0.8 0.375
H -3.04413 1.92566 -3.63007 -1.6 0.2 0.9 0.420
H -5.81989 3.45589 -3.01158 1.4 -0.1 -1.3 0.445
H -5.54799 2.69266 -4.66677 1.0 0.3 1.4 0.356
H -4.02107 5.26866 -3.56405 0.2 -1.3 -1.3 0.371
H -5.07222 5.02548 -5.06199 1.5 -0.9 1.1 0.334
C 1.61760 -1.22913 0.57983 -0.2 0.0 0.4 -0.859
O 0.82404 -2.21418 1.21672 0.1 -0.1 -0.5 -0.202
C -0.39001 -2.49233 0.52075 0.2 -0.3 0.4 -0.510
C -0.67584 -3.99201 0.49154 -0.2 0.1 -0.3 -0.345
O 0.20382 -4.76406 -0.33250 0.1 0.1 0.3 -0.490
C 1.56134 -4.87978 0.09976 0.0 -0.2 0.0 -0.212
C 1.76752 -5.69302 1.38046 0.2 0.7 -0.1 -0.535
O 1.27397 -4.99741 2.52059 -0.3 -0.4 -0.2 -0.242
C 0.55917 -5.83448 3.40469 0.0 0.3 0.3 -0.863
H 1.20854 -0.23553 0.78667 0.1 0.1 -0.2 0.332
H 2.62594 -1.28791 0.99030 -0.1 0.0 0.1 0.213
H 1.67709 -1.38852 -0.50016 -0.1 0.0 -0.1 0.413
H -0.36323 -2.10589 -0.50368 0.1 0.0 0.1 0.339
H -1.19566 -1.98609 1.06429 -0.2 -0.1 -0.2 0.374
H -1.67105 -4.12653 0.05056 0.2 0.1 -0.1 0.436
H -0.73659 -4.41249 1.49296 0.2 0.1 0.1 0.051
H 2.03295 -3.90134 0.16488 0.0 0.1 0.3 0.002
H 2.07704 -5.40686 -0.70980 -0.1 -0.1 0.1 0.421
H 2.84356 -5.84424 1.53195 0.0 -0.1 -0.2 0.386
H 1.29968 -6.67274 1.26674 -0.2 0.0 0.0 0.352
H -0.14418 -6.48545 2.87493 0.1 0.0 0.0 0.398
H -0.02170 -5.19914 4.08394 0.2 0.0 -0.1 0.231
H 1.24757 -6.43531 4.00485 -0.1 -0.2 0.0 0.314
C 6.33085 3.35577 1.57752 -0.1 -0.4 -0.1 -0.846
O 6.03086 2.15668 2.26819 0.2 0.5 0.3 -0.254
C 7.03371 1.78800 3.21310 -0.5 -0.3 0.0 -0.551
C 6.40857 1.28746 4.51351 0.2 0.1 0.2 -0.222
O 5.75702 2.28871 5.30107 -0.1 -0.1 -0.4 -0.467
C 4.55713 2.85371 4.76732 -0.1 0.0 0.2 -0.292
C 3.36693 1.89401 4.68986 0.3 0.4 -0.6 -0.592
O 3.56406 0.90561 3.68453 0.2 -0.1 0.5 -0.236
C 3.17875 -0.38677 4.10482 0.0 -0.2 -0.4 -0.888
H 7.07024 3.15755 0.79540 0.1 0.2 0.0 0.321
H 5.41368 3.71748 1.11212 0.0 -0.1 0.0 0.233
H 6.70292 4.13220 2.25122 0.1 0.0 0.0 0.384
H 7.70731 2.62455 3.43031 -0.1 0.0 0.0 0.347
H 7.61726 0.97668 2.76289 0.2 0.0 0.2 0.374
H 7.22355 0.91366 5.14527 0.0 0.2 0.0 0.417
H 5.75046 0.43778 4.34587 -0.1 0.1 -0.3 0.034
H 4.74706 3.33625 3.81076 -0.1 -0.2 -0.2 0.072
H 4.28539 3.65793 5.45897 0.0 -0.2 0.1 0.423
H 2.47170 2.46507 4.41410 0.0 0.1 0.2 0.394
H 3.19627 1.44838 5.67163 0.1 -0.1 0.0 0.368
H 3.54645 -0.61820 5.11006 0.0 0.1 0.0 0.435
H 3.61634 -1.11721 3.41393 -0.1 0.2 0.1 0.191
H 2.09148 -0.49246 4.06880 -0.1 -0.1 0.1 0.360

Record 4
70
Properties=species:S:1:pos:R:3:forces:R:3:mulliken_spin:R:1 method="wB97M-V/def2-TZVPD" orbital_gap_ha="0.225 / 0.158" molar_mass_g_mol=645.7 multiplicity=5 charge=+4 de_lowest_kcal_mol=0.0
P -0.62021 3.45151 -0.81661 -1.4 4.0 0.1 0.639
C 0.10831 4.41967 0.57134 0.8 -1.0 0.4 0.070
H -0.70441 5.02433 1.00587 0.3 -0.3 -0.2 0.016
H 0.92154 5.06908 0.20799 -0.2 -0.4 0.2 0.003
H 0.47189 3.70467 1.33536 -0.1 0.7 -0.1 0.009
C -0.19125 4.39053 -2.33022 0.5 -1.4 -0.7 0.080
H -1.06642 4.40928 -2.99655 0.3 -0.1 0.2 -0.003
H 0.63357 3.85867 -2.83222 -0.2 0.6 -0.1 0.005
H 0.11443 5.40939 -2.05810 0.0 -0.3 0.2 0.030
C -2.35226 4.02072 -0.59707 -0.5 -1.6 0.3 0.065
H -2.39489 5.07687 -0.89569 0.3 -0.2 -0.1 0.034
H -2.62162 3.92850 0.46197 -0.1 0.0 -0.3 -0.004
H -3.04784 3.42872 -1.20352 0.0 0.4 0.1 -0.005
P -2.72554 -2.26130 1.01128 -0.1 0.0 -1.2 -0.055
C -1.80120 -2.08595 2.54520 0.0 0.3 0.0 0.008
H -2.23482 -2.83354 3.23006 0.3 0.4 0.0 0.000
H -1.91509 -1.06635 2.93951 0.1 -0.4 0.1 -0.002
H -0.74082 -2.30721 2.35281 -0.5 0.0 0.3 -0.003
C -4.40777 -1.67002 1.29691 -0.3 -0.6 0.6 0.003
H -5.05551 -1.89086 0.43729 0.2 0.0 0.3 -0.003
H -4.38897 -0.57910 1.45557 0.1 -0.5 0.0 0.005
H -4.77515 -2.16454 2.20423 -0.4 0.2 -0.2 0.003
C -2.47874 -3.99902 0.62733 -0.6 -0.6 0.3 0.007
H -3.15980 -4.57007 1.26928 0.3 -0.4 -0.2 0.003
H -1.43688 -4.25215 0.87708 -0.4 0.1 0.0 0.000
H -2.65443 -4.22330 -0.43179 -0.1 0.0 0.4 0.005
P 2.58538 -1.83712 -1.49444 0.2 -0.9 0.3 0.126
C 3.94802 -2.22300 -0.40895 0.6 0.2 0.1 0.041
H 4.53023 -3.00893 -0.91935 0.1 0.4 0.4 0.011
H 3.56199 -2.60335 0.55321 0.2 0.0 -0.4 0.005
H 4.55788 -1.32232 -0.23967 0.0 -0.4 0.0 -0.003
C 2.26808 -3.26782 -2.52207 -0.5 -0.3 -0.2 0.018
H 3.20885 -3.84404 -2.56124 -0.4 0.1 -0.1 0.000
H 1.96485 -2.96949 -3.53904 0.1 -0.1 0.4 0.001
H 1.46850 -3.87754 -2.07102 0.4 0.0 -0.2 -0.003
C 2.71278 -0.35944 -2.48709 0.2 0.5 -0.1 0.013
H 2.93553 -0.66768 -3.52131 0.0 0.2 0.3 0.001
H 3.52807 0.27417 -2.11003 -0.2 -0.1 -0.2 0.004
H 1.77902 0.22414 -2.48556 0.2 -0.3 0.0 -0.005
Os -2.17695 -1.11862 -1.00361 3.5 1.8 6.6 0.481
C -1.13948 -0.00391 0.21578 0.5 0.8 1.4 0.324
O -0.50389 0.65476 0.95843 -1.5 -1.2 -1.9 0.044
C 1.10617 -1.62925 -0.38440 -1.2 -0.1 1.6 0.535
O 0.84343 -1.86313 0.75483 1.5 0.1 -2.5 0.237
C -2.27903 -2.33213 -2.75176 -0.4 -1.9 -1.0 0.083
C -1.23591 -1.42516 -2.86559 1.7 -0.4 -1.1 0.094
C -1.46443 -0.07116 -2.65872 0.4 1.6 -1.7 0.036
C -2.76062 0.38200 -2.36391 -0.1 1.6 -0.8 0.013
C -3.79911 -0.53904 -2.20343 -2.0 0.7 -0.2 0.062
C -3.55272 -1.90271 -2.40038 -1.6 -1.1 -0.9 -0.008
H -2.08512 -3.38857 -2.81496 0.1 -0.2 -0.2 0.019
H -0.22822 -1.77591 -3.03020 0.0 -0.1 -0.2 -0.054
H -0.62551 0.61786 -2.62376 -0.2 0.0 -0.2 0.024
H -2.90611 1.43207 -2.12507 -0.2 -0.3 -0.1 -0.032
H -4.76401 -0.21843 -1.81879 0.1 0.0 -0.3 0.015
H -4.32794 -2.63123 -2.21031 -0.1 0.0 -0.1 0.002
N 2.38879 1.36384 0.89521 -0.2 -0.2 0.8 0.258
C 2.74636 1.36379 2.21514 -0.1 0.0 -0.9 0.243
C 2.89924 2.59177 2.90818 0.0 0.6 1.0 0.123
C 3.18999 2.57384 4.26978 -0.4 0.9 -1.4 0.027
C 3.43050 1.36383 4.92841 0.2 0.0 0.4 0.250
C 3.41089 0.15542 4.22339 -0.4 -0.9 -1.7 0.032
C 3.01384 0.13929 2.88687 0.4 -0.4 0.9 0.086
H 1.89414 2.16187 0.49284 0.6 -0.3 0.3 -0.016
H 2.18519 0.46951 0.45388 0.0 0.5 0.4 -0.034
H 2.77306 3.52756 2.34928 0.1 -0.3 0.4 0.006
H 3.23059 3.51345 4.81353 0.1 -0.2 0.0 0.004
H 3.63866 1.35161 5.99345 0.1 0.1 -0.1 -0.001
H 3.69177 -0.77770 4.70833 -0.2 0.2 0.0 0.003
H 2.88114 -0.79165 2.32682 0.2 0.2 0.4 0.028